# 1
20
Properties=species:S:1:pos:R:3 method="wB97M-V/def2-TZVPD" relative_energy_ev=1.481 molar_mass_g_mol=104.1 total_charge=+1 max_force_ev_per_a=4.62
C -1.9363 0.6315 0.2307
N -0.6060 1.0423 -0.4737
H -1.8519 0.4155 1.2870
H -2.5193 -0.0562 -0.4061
H -2.5253 1.5699 0.1799
H -0.7173 1.9380 -0.9198
H 0.0263 0.7671 0.2837
H -0.4130 0.3596 -1.2835
H 1.7222 -3.8432 -0.2025
H 0.2996 -3.4023 -0.1167
O 1.1699 -3.1848 0.2382
H 0.4754 -0.9892 -2.8923
H 1.4906 0.1173 -2.4330
O 0.5905 -0.2224 -2.3199
H 0.1365 3.1211 1.5401
H 0.0634 1.8963 2.4893
O -0.2816 2.2598 1.6658
H 2.1857 -0.2780 0.9183
H 1.4122 -1.5478 1.2105
O 1.2784 -0.5942 1.0040

# 2
24
Properties=species:S:1:pos:R:3 method="wB97M-V/def2-TZVPD" relative_energy_ev=0.000 molar_mass_g_mol=179.6 total_charge=+1 max_force_ev_per_a=3.85
C -2.8875 -1.2762 -0.3480
C -2.3636 -0.0938 0.4422
F -3.2325 0.9764 0.3176
C -0.9980 0.4275 -0.0634
N -0.6819 1.6361 0.6861
C 0.5236 2.0306 0.9983
N 1.6155 1.4812 0.5314
C 1.6345 0.3641 -0.3707
C 2.8719 -0.4741 -0.2131
C 0.1308 -0.5712 0.0740
Cl 0.3554 -1.1426 1.7335
H -2.8102 -1.0992 -1.4177
H -3.9389 -1.4143 -0.1082
H -2.3439 -2.1767 -0.0825
H -2.3208 -0.3147 1.5137
H -1.1319 0.6902 -1.1214
H -1.4905 2.1494 1.0201
H 0.6234 2.8737 1.6712
H 2.5159 1.7931 0.8777
H 1.4682 0.6765 -1.4010
H 3.7547 0.1248 -0.4311
H 2.8540 -1.3077 -0.9063
H 2.9504 -0.8648 0.7982
H 0.0551 -1.4082 -0.6101